8
Properties=species:S:1:pos:R:3:forces:R:3 method="wB97M-V/def2-TZVPD" lumo_ev=-0.779 e_homo_ha=-0.3545 e_tot_ev=-31909.9943 homo_lumo_gap_ha=0.326 largest_force_ev_per_a=3.907 de_lowest_kcal_mol=31.4
S 0.11337 0.92844 -1.70021 2.0857 -1.7014 2.8325
S -1.81488 0.77160 -1.27790 -0.4361 0.8476 0.3876
F 0.74009 -0.67761 2.40322 -0.1055 0.5366 -0.6155
F 1.55986 -1.47548 -0.29708 -0.3206 0.4961 0.6327
F -0.10635 1.12234 1.48817 -0.5225 0.9443 0.3475
C 0.91542 -0.38170 0.08465 -0.9023 1.8519 -3.3003
C 0.53686 0.02877 1.27463 0.8409 -1.8900 0.2782
H -1.94437 -0.31637 -1.97549 -0.6394 -1.0852 -0.5627